Entry 1:
Density functional theory data (the ωB97M-V functional and the def2-TZVPD basis) for C3H8O2 as an isolated structure in a non-equilibrium geometry.

Each line ends with the natural charge from an NBO analysis.
Cartesian coordinates (Å):
O: -1.171 -1.786 1.133  -0.413
C: -0.101 -2.166 0.685  0.277
C: 0.675 -1.547 -0.304  0.042
C: 0.379 -0.147 -0.792  -0.695
H: -1.684 1.835 1.451  -0.016
H: 1.303 -2.280 -0.865  0.218
H: -1.823 2.553 1.111  0.016
H: -0.636 0.181 -0.566  0.303
H: 1.030 0.519 -0.176  0.364
H: 0.713 0.073 -1.880  0.275
H: 0.538 3.408 -0.496  0.428
H: 0.428 -3.092 1.100  0.119
O: 0.351 2.449 -0.400  -0.919

## Properties
Net charge: 0
HOMO level: -8.3 eV
LUMO level: -4.0 eV
Multiplicity: 1
Kohn-Sham gap: 4.31 eV
Electronic energy: -7328.035 eV
Maximum force: 5.27 eV/A

***

Entry 2:
Density functional theory data (the ωB97M-V functional and the def2-TZVPD basis) for a single C4H6N2 molecule in a non-equilibrium geometry.

Each line ends with the natural charge from an NBO analysis.
Cartesian coordinates (Å):
C: -0.041 -1.045 1.662  -0.694
C: 0.038 -0.418 0.271  0.085
C: 0.870 0.635 -0.069  -0.099
N: 0.452 1.156 -1.292  -0.538
C: -0.825 0.523 -1.515  0.149
N: -1.013 -0.526 -0.640  -0.458
H: 0.639 -2.013 1.848  0.245
H: -0.279 -0.166 2.350  0.249
H: -0.933 -1.800 1.477  0.242
H: 1.671 1.098 0.335  0.203
H: 0.825 1.728 -1.985  0.415
H: -1.405 0.830 -2.443  0.202

## Properties
SMILES string: Cc1c[nH]cn1
Net charge: 0
HOMO level: -8.5 eV
LUMO level: 1.0 eV
Multiplicity: 1
Kohn-Sham gap: 9.45 eV
Electronic energy: -7223.699 eV
Maximum force: 6.00 eV/A

***

Entry 3:
Density functional theory data (the ωB97M-V functional and the def2-TZVPD basis) for a 2-piece molecular cluster, C6H8N2 overall in a non-equilibrium geometry.

Each line ends with the natural charge from an NBO analysis.
Cartesian coordinates (Å):
H: 1.470 -0.503 -1.842  0.345
N: 0.883 -0.176 -1.078  -0.587
C: 1.506 0.267 -0.073  0.230
C: 2.997 0.361 0.105  -0.663
C: 0.748 0.740 1.036  -0.080
C: 0.128 1.143 1.981  -0.150
H: 3.301 -0.227 0.970  0.235
H: 3.517 -0.003 -0.780  0.218
H: 3.280 1.397 0.291  0.235
H: -0.422 1.494 2.804  0.233
C: -2.355 -0.007 -0.879  -0.673
C: -3.101 -1.010 -0.554  0.427
N: -3.807 -1.993 -0.434  -0.660
H: -2.775 0.966 -1.051  0.236
H: -1.287 -0.113 -0.971  0.280
H: -4.084 -2.336 0.476  0.375

## Properties
SMILES string: [H]/N=C(\C)C#C.C=C=N
Net charge: 0
HOMO level: -8.4 eV
LUMO level: 0.7 eV
Multiplicity: 1
Kohn-Sham gap: 9.14 eV
Electronic energy: -9328.073 eV
Maximum force: 1.14 eV/A

***

Entry 4:
Density functional theory data (the ωB97M-V functional and the def2-TZVPD basis) for a 2-piece molecular cluster, H5N4O overall in a non-equilibrium geometry.

Each line ends with the natural charge from an NBO analysis.
Cartesian coordinates (Å):
N: 1.733 0.071 -0.762  -1.060
N: -1.747 0.954 1.396  -0.679
N: -1.773 -0.912 0.224  -0.063
N: -1.147 0.049 0.756  -0.078
O: -3.071 -1.189 -0.032  -0.753
H: 1.079 -0.482 -1.167  0.346
H: 1.796 -0.263 0.237  0.352
H: 1.318 0.890 -0.512  0.358
H: -2.730 0.802 1.578  0.289
H: -1.114 -1.595 -0.187  0.289

## Properties
Net charge: -1
HOMO level: -2.3 eV
LUMO level: 4.5 eV
Multiplicity: 1
Kohn-Sham gap: 6.76 eV
Electronic energy: -8086.099 eV
Maximum force: 5.23 eV/A

***

Entry 5:
Density functional theory data (the ωB97M-V functional and the def2-TZVPD basis) for C54H43CuIP3S2 as an isolated structure in a non-equilibrium geometry.

Each line ends with the natural charge from an NBO analysis.
Cartesian coordinates (Å):
Cu: -0.278 -0.698 -0.321  0.715
S: 1.965 -0.984 3.019  -0.061
P: 0.706 0.661 2.586  1.414
C: -0.490 0.104 1.493  -1.626
P: -1.773 1.260 1.084  1.370
S: -2.901 0.652 -0.405  -0.650
C: -1.321 2.990 0.657  -0.417
C: -2.273 4.007 0.779  -0.190
C: -1.971 5.298 0.387  -0.216
C: -0.720 5.589 -0.146  -0.225
C: 0.211 4.578 -0.305  -0.229
C: -0.097 3.277 0.073  -0.110
C: -2.905 1.520 2.518  -0.404
C: -2.845 2.603 3.392  -0.208
C: -3.790 2.747 4.397  -0.216
C: -4.774 1.788 4.571  -0.221
C: -4.805 0.672 3.744  -0.242
C: -3.882 0.547 2.719  -0.125
C: 1.935 1.967 2.186  -0.388
C: 2.887 1.665 1.213  -0.186
C: 3.793 2.622 0.791  -0.204
C: 3.751 3.902 1.329  -0.225
C: 2.769 4.227 2.254  -0.164
C: 1.853 3.271 2.665  -0.220
C: 0.266 0.997 4.322  -0.320
C: 1.135 1.649 5.198  -0.209
C: 0.799 1.787 6.535  -0.227
C: -0.398 1.272 7.014  -0.201
C: -1.241 0.580 6.157  -0.203
C: -0.897 0.422 4.826  -0.196
H: -3.253 3.768 1.167  0.226
H: -2.714 6.079 0.492  0.204
H: -0.488 6.599 -0.461  0.203
H: 1.182 4.799 -0.728  0.213
H: 0.606 2.474 -0.104  0.214
H: -2.063 3.343 3.276  0.218
H: -3.758 3.615 5.046  0.206
H: -5.523 1.911 5.345  0.204
H: -5.561 -0.091 3.887  0.208
H: -3.915 -0.294 2.036  0.234
H: 2.902 0.674 0.777  0.226
H: 4.527 2.369 0.037  0.215
H: 4.465 4.650 1.009  0.210
H: 2.702 5.235 2.644  0.205
H: 1.065 3.547 3.354  0.223
H: 2.082 2.032 4.842  0.225
H: 1.477 2.302 7.204  0.209
H: -0.655 1.382 8.060  0.208
H: -2.177 0.174 6.519  0.216
H: -1.522 -0.154 4.158  0.246
I: 1.554 -3.553 -1.147  0.093
C: 1.312 -4.107 -3.188  -0.197
C: 1.807 -5.385 -3.443  -0.297
C: 1.814 -5.879 -4.733  -0.245
C: 1.326 -5.092 -5.758  -0.247
C: 0.823 -3.795 -5.523  -0.041
C: 0.371 -3.039 -6.627  -0.307
C: -0.035 -1.720 -6.470  -0.221
C: -0.061 -1.169 -5.213  -0.253
C: 0.279 -1.902 -4.043  -0.512
P: -0.399 -1.067 -2.561  0.795
C: 0.167 0.641 -2.934  -0.337
C: -0.632 1.760 -3.141  -0.224
C: -0.044 2.989 -3.411  -0.201
C: 1.334 3.123 -3.430  -0.233
C: 2.139 2.022 -3.158  -0.239
C: 1.557 0.790 -2.919  -0.154
C: -2.180 -1.269 -2.939  -0.343
C: -2.933 -0.605 -3.903  -0.154
C: -4.266 -0.939 -4.095  -0.218
C: -4.856 -1.951 -3.354  -0.225
C: -4.104 -2.642 -2.414  -0.214
C: -2.779 -2.301 -2.211  -0.189
C: 0.785 -3.244 -4.181  0.035
H: 2.195 -5.981 -2.628  0.208
H: 2.209 -6.867 -4.931  0.196
H: 1.328 -5.456 -6.778  0.191
H: 0.388 -3.500 -7.608  0.188
H: -0.332 -1.125 -7.326  0.194
H: -0.339 -0.130 -5.114  0.196
H: -1.708 1.676 -3.080  0.235
H: -0.671 3.851 -3.600  0.208
H: 1.786 4.087 -3.633  0.202
H: 3.217 2.126 -3.143  0.204
H: 2.170 -0.084 -2.722  0.217
H: -2.506 0.199 -4.485  0.205
H: -4.853 -0.394 -4.824  0.200
H: -5.902 -2.195 -3.499  0.201
H: -4.557 -3.432 -1.829  0.204
H: -2.190 -2.809 -1.454  0.218
C: 1.867 -2.006 1.493  -0.552
C: 2.608 -3.289 1.702  -0.067
C: 3.999 -3.305 1.618  -0.142
C: 4.698 -4.492 1.752  -0.229
C: 4.015 -5.677 1.985  -0.213
C: 2.633 -5.663 2.102  -0.208
C: 1.932 -4.474 1.966  -0.192
H: 0.811 -2.161 1.281  0.255
H: 2.321 -1.436 0.684  0.230
H: 4.522 -2.370 1.450  0.203
H: 5.778 -4.495 1.669  0.208
H: 4.557 -6.607 2.100  0.207
H: 2.102 -6.588 2.289  0.210
H: 0.854 -4.462 2.064  0.221

## Properties
Net charge: -1
HOMO level (spin up / spin down): -1.5 / -4.3 eV
LUMO level (spin up / spin down): 2.2 / 2.2 eV
Multiplicity: 2
Kohn-Sham gap (spin up / spin down): 3.71 / 6.46 eV
Electronic energy: -158974.666 eV
Maximum force: 1.84 eV/A